{"formula": "C8H19NOPS2Tm", "method": "ωB97M-V/def2-TZVPD", "elements": ["P", "C", "C", "C", "S", "C", "S", "N", "C", "C", "O", "C", "C", "H", "H", "H", "H", "H", "H", "H", "H", "H", "H", "H", "H", "H", "H", "H", "H", "H", "H", "H", "Tm"], "xyz": [[-1.0032, 0.7231, -3.0018], [-0.4200, -0.8226, -2.0715], [-1.4535, -1.7424, -1.3882], [-1.0104, -2.1409, 0.0491], [-1.8674, -1.3023, 1.4125], [-1.3069, 0.3485, 1.0324], [-2.0843, 1.3236, -0.1435], [-0.2599, 0.9232, 1.7336], [0.2718, 0.2519, 2.9380], [1.4810, -0.5760, 2.5260], [2.5851, 0.2782, 2.2350], [2.1904, 1.5091, 1.6420], [0.8467, 1.4839, 0.9162], [-2.3036, 0.2041, -3.2361], [-0.5482, 0.3392, -4.2820], [0.5656, 1.1718, -2.5773], [-1.5007, 1.1463, -1.3570], [-1.2460, 2.0673, -3.3554], [0.1708, -1.3992, -2.8049], [0.1987, -0.3943, -1.2766], [-1.6320, -2.6519, -1.9731], [-2.4027, -1.1916, -1.3524], [-1.1930, -3.2081, 0.2293], [0.0745, -2.0034, 0.1909], [-0.5018, -0.3387, 3.4289], [0.5836, 1.0326, 3.6463], [1.7904, -1.2944, 3.2900], [1.2015, -1.1591, 1.6224], [2.9604, 1.7928, 0.9108], [2.1797, 2.3065, 2.4004], [0.6163, 2.5287, 0.6608], [0.8953, 0.9265, -0.0480], [2.1216, -0.1326, -1.9969]], "forces_ev_per_a": [[0.2, -1.7, -2.4], [-0.8, -0.6, 0.5], [0.1, 0.1, 0.2], [0.0, -0.3, -0.2], [0.0, 0.5, -0.3], [0.4, 0.0, 0.2], [-1.2, 0.8, 1.2], [0.7, -0.9, -0.5], [0.0, 0.2, 0.3], [-0.2, -0.2, 0.0], [-0.2, -0.1, -0.6], [0.1, 0.0, 0.3], [-0.5, 0.9, 0.6], [-0.2, 0.3, 0.4], [0.2, 0.2, 0.0], [0.3, 0.7, -0.1], [0.6, -0.2, 0.0], [0.1, 0.2, 0.6], [0.1, 0.0, -0.1], [-0.6, -0.3, 0.6], [0.1, 0.3, 0.0], [0.1, -0.3, 0.1], [-0.1, 0.3, -0.1], [-0.2, -0.1, -0.1], [0.1, 0.1, -0.2], [-0.1, -0.2, -0.1], [0.0, 0.3, 0.0], [0.2, 0.1, 0.3], [0.0, 0.0, 0.2], [-0.1, -0.2, -0.2], [0.0, -0.3, -0.3], [0.0, 0.0, 0.1], [0.9, 0.4, -0.2]], "lowdin_charge": [0.6381, -0.5096, -0.2449, -0.4549, 0.9575, -0.9073, 0.8969, -0.1551, -0.1245, -0.1533, -0.1127, -0.1745, -0.1514, 0.0238, 0.0032, -0.1041, -0.2649, 0.0246, 0.0733, -0.0707, 0.1301, 0.0911, 0.0939, 0.0489, 0.1104, 0.1509, 0.1489, 0.0976, 0.1277, 0.1479, 0.1437, 0.0350, 1.4843], "e_above_lowest_kcal_mol": 0.0, "total_charge": 2, "lumo_energy_ev": [-8.96, -8.93], "multiplicity": 3, "orbital_gap_ev": [4.87, 6.19], "homo_energy_ev": [-13.83, -15.11], "max_force_ev_per_a": 2.9}